Density functional theory data (the ωB97M-V functional and the def2-TZVPD basis) for C35H32CuN4OP2STe as an isolated structure in a non-equilibrium geometry.

Structure (XYZ):
```
77
Properties=species:S:1:pos:R:3:forces:R:3:lowdin_charge:R:1
H -1.03650 -0.99014 -3.83387 0.00 0.02 0.00 0.10
C -2.89243 -3.58701 2.20155 -0.01 0.00 0.04 -0.10
P -1.68357 0.73365 -1.70274 -0.17 0.75 0.20 0.90
H -3.53922 -3.93016 2.99870 0.01 0.00 0.00 0.10
H 1.62209 4.66294 -0.07618 -0.03 -0.01 0.00 0.09
C 2.15290 2.87366 -1.14399 0.01 -0.13 -0.01 -0.37
C -4.54036 0.33190 -4.71348 0.06 -0.01 0.04 -0.10
H -2.12814 -1.70971 -5.91919 0.00 0.00 0.00 0.10
C -3.54109 2.76814 -0.95449 0.04 0.03 0.03 -0.13
C 2.35373 4.18166 -0.71106 0.00 0.04 -0.02 -0.08
C -0.05598 2.81040 0.65933 0.13 0.04 0.03 -0.36
C -1.76301 -2.85885 2.49129 0.10 0.06 0.01 -0.11
H 2.85098 0.11081 0.35212 0.10 -0.07 -0.03 -0.01
H -4.92051 4.30717 -0.38523 0.00 0.00 0.00 0.10
H 4.14249 -0.72926 0.89975 -0.01 0.03 0.05 0.05
C -3.90121 -0.54259 -5.57891 0.03 0.01 0.02 -0.11
H -3.17322 3.30228 -1.82586 -0.01 0.00 0.01 0.10
S 0.51245 -1.44133 1.77866 -0.30 -0.14 0.02 0.64
C 0.10200 2.34722 1.96178 0.01 0.07 0.04 -0.10
H 2.64359 0.17818 2.56532 0.02 0.04 -0.02 0.00
C -1.33006 4.67805 1.51347 0.03 -0.04 0.01 -0.09
C -0.89885 -2.38355 1.48957 0.03 -0.03 -0.07 -0.66
H -2.50255 -3.54749 -1.16318 0.01 0.02 -0.01 0.13
C -2.70441 5.76071 -4.59822 0.02 0.07 0.00 -0.17
N -2.06206 6.87355 -4.23662 0.07 -0.14 -0.01 0.04
H -2.96107 -0.08058 0.76882 0.00 0.01 0.00 0.09
H -4.43676 1.42136 -2.87702 0.01 0.01 0.01 0.09
C -2.01552 -0.59967 -4.09121 0.05 0.00 0.03 -0.14
N 3.73690 0.19707 0.85229 -0.14 0.06 0.01 -0.08
C 3.13807 2.28148 -1.93382 -0.03 -0.11 0.02 -0.15
C 4.45231 4.28896 -1.88967 -0.02 -0.02 -0.01 -0.10
H -0.31759 2.66457 4.04230 0.00 0.00 0.00 0.10
H -5.65711 3.12848 1.66761 0.00 0.00 0.00 0.09
H -1.59121 4.75458 3.64496 0.01 0.00 0.01 0.09
C -2.63321 -1.01471 -5.25965 -0.04 0.05 0.03 -0.10
C -0.43959 3.04670 3.03610 -0.01 -0.02 -0.08 -0.09
C -2.99099 1.52087 -0.65311 -0.12 -0.05 -0.17 -0.37
C -4.36115 1.44913 1.34235 0.07 0.00 -0.07 -0.09
H 0.62642 1.41632 2.13639 0.01 -0.03 0.00 0.04
H 3.30804 1.61811 2.16830 0.05 -0.04 -0.01 0.05
H -4.08009 -4.42104 0.58629 0.00 0.01 0.01 0.10
Te 0.08141 2.43910 -4.00534 -0.13 0.09 0.18 1.20
C -0.78975 3.97580 0.44641 -0.04 0.03 -0.01 -0.12
H -0.26732 7.63860 -3.58587 -0.01 0.02 0.00 0.09
H 0.92233 5.46867 -3.54637 -0.01 0.00 0.01 0.08
H -1.50138 -2.61001 3.51014 -0.01 -0.01 0.00 0.10
C -3.19927 -3.86385 0.87077 0.00 -0.02 -0.02 -0.08
H -3.74416 5.88331 -4.88555 -0.01 0.02 0.00 0.09
H -2.70908 3.63473 -4.90740 0.00 0.00 0.02 0.08
H 5.33845 4.83904 -2.18211 0.01 0.00 0.01 0.09
H 3.63061 5.90378 -0.73907 0.00 0.01 0.00 0.10
H -4.65815 0.93967 2.25103 0.00 -0.01 0.00 0.10
C -2.63342 0.30471 -3.22182 0.12 -0.19 0.03 -0.38
H -4.38903 -0.86061 -6.49227 0.00 -0.01 0.00 0.09
C -3.40552 0.87536 0.50630 -0.06 -0.02 0.04 -0.09
C -0.79592 4.36332 -4.23167 -0.05 0.03 0.06 -0.55
C -2.12496 4.49989 -4.61596 0.02 0.10 0.01 -0.14
C -3.91390 0.74707 -3.54192 -0.01 0.07 -0.01 -0.09
C -0.58863 2.15215 -2.06445 0.49 -0.93 -0.14 -0.97
C 3.49381 4.88634 -1.08462 -0.04 -0.07 0.00 -0.09
H 3.01431 1.25081 -2.24801 -0.02 0.01 -0.01 0.10
Cu 0.24256 -0.33688 -0.29312 0.04 0.14 0.10 -0.06
P 0.65702 1.87115 -0.76430 -0.43 0.38 -0.24 0.83
C -4.91732 2.67672 1.01763 0.04 0.00 -0.06 -0.10
H -5.53514 0.69395 -4.94402 0.00 0.01 0.00 0.10
N -1.23850 -2.69806 0.19186 0.02 0.05 -0.04 -0.23
C -0.78398 6.73063 -3.88129 -0.05 0.02 -0.02 -0.17
H 5.02393 2.49427 -2.92384 -0.01 0.00 0.00 0.10
C -2.35578 -3.40114 -0.10431 0.04 0.02 0.06 -0.04
H -1.90437 5.57869 1.33074 0.00 -0.01 0.00 0.10
H -0.95407 4.30472 -0.57542 0.00 -0.01 0.02 0.10
N 3.48617 0.62081 2.20256 -0.02 -0.06 -0.01 -0.08
C 4.27397 2.97711 -2.30990 0.00 0.06 0.03 -0.09
C -0.11248 5.51538 -3.86417 -0.07 0.07 -0.02 -0.13
O -0.50256 -2.28870 -0.80500 0.15 -0.12 -0.07 -0.23
C -1.15386 4.21526 2.81334 0.01 -0.03 -0.05 -0.10
C -4.50434 3.33787 -0.13670 0.04 -0.05 0.03 -0.09
```
Positions in Å, forces in eV/Å.

The calculation puts the largest force on an atom at 1.060 eV/Å. The calculation puts the LUMO energy at 2.40 eV. The total energy is -4636.57106 hartree. The calculation puts the relative energy (zero: lowest compared OMol25 entry of this formula, charge and spin) at 0.1273 eV. Its total charge is -1. As for the HOMO energy: -4.0 eV. As for the HOMO-LUMO gap: 0.2358 Ha.